The following is a DFT calculation (ωB97M-V/def2-TZVPD) of a 2-piece molecular cluster, C3H3N3O overall.

Calculated values
SMILES: N=C=CC=O.N#N
HOMO level (eV): -9.409
Gap between HOMO and LUMO (eV): 9.70
DFT total energy (Ha): -355.57495
Lowest unoccupied orbital energy (eV): 0.3

Each line ends with the Mulliken charge.
Element x y z (Å)
N1 2.1856 -0.2098 0.2530  -0.486
C1 1.0065 -0.4428 0.0878  0.493
C2 -0.1464 -1.0685 0.0866  -0.484
C3 -1.4609 -0.4988 0.4299  -0.052
O1 -1.9152 -0.0039 1.4358  -0.419
H1 2.6118 0.5311 -0.2830  0.296
H2 -0.0846 -2.1084 -0.1989  0.361
H3 -2.1366 -0.3678 -0.4194  0.347
N2 0.4872 1.8960 -0.7116  0.124
N3 -0.5474 2.2729 -0.6801  -0.178